# 1
Entry from the Open Molecules 2025 dataset: a 2-piece molecular cluster, C5H11O2 overall at a distorted geometry (wB97M-V/def2-TZVPD).

Each atom is followed by the atoms it is bonded to, with distances in Å.
Cartesian coordinates (Å):
1 C -1.444 -1.262 1.813  C2 1.557, H5 1.086, H6 1.102, H7 1.088
2 C -1.837 0.243 1.747  C1 1.557, O3 1.243, O4 1.257
3 O -3.057 0.483 1.780  C2 1.243
4 O -0.872 1.043 1.660  C2 1.257
5 H -2.170 -1.728 2.472  C1 1.086
6 H -0.454 -1.318 2.293  C1 1.102
7 H -1.323 -1.744 0.845  C1 1.088
8 C 0.781 -0.073 -0.777  C9 1.556, C10 1.529, H11 1.086, H12 1.094
9 C 2.259 0.412 -0.769  C8 1.556, H13 1.099, H14 1.092, H16 1.086
10 C -0.045 0.740 -1.776  C8 1.529, H15 1.093, H17 1.108, H18 1.084
11 H 0.386 0.150 0.210  C8 1.086
12 H 0.706 -1.136 -1.019  C8 1.094
13 H 2.931 -0.438 -0.587  C9 1.099
14 H 2.540 0.818 -1.743  C9 1.092
15 H -1.104 0.490 -1.682  C10 1.093
16 H 2.409 1.093 0.064  C9 1.086
17 H 0.231 0.412 -2.797  C10 1.108
18 H 0.065 1.817 -1.735  C10 1.084

Total charge: -1
E_HOMO, eV: -4.0
Kohn-Sham gap, eV: 7.91
Energy relative to the best compared isomer or geometry (same formula, charge and spin), kcal/mol: 6.7

=====

# 2
Entry from the Open Molecules 2025 dataset: a 15-piece molecular cluster, C25H80N10O15 overall at a distorted geometry (wB97M-V/def2-TZVPD).

Each atom is followed by the atoms it is bonded to, with distances in Å.
Cartesian coordinates (Å):
1 C -2.008 -10.521 -23.235  O2 1.436, H3 1.078, H4 1.079, H5 1.036
2 O -2.144 -9.852 -24.498  C1 1.436, H6 0.960
3 H -2.877 -10.459 -22.600  C1 1.078
4 H -1.245 -9.990 -22.687  C1 1.079
5 H -1.777 -11.530 -23.286  C1 1.036
6 H -1.342 -9.921 -25.022  O2 0.960
7 C -3.623 -5.335 -29.505  O8 1.366, H9 1.087, H10 1.114, H11 1.080
8 O -3.036 -6.349 -28.802  C7 1.366, H12 0.997
9 H -2.835 -4.647 -29.802  C7 1.087
10 H -4.450 -4.942 -28.871  C7 1.114
11 H -4.012 -5.800 -30.399  C7 1.080
12 H -3.263 -6.281 -27.834  O8 0.997
13 C 0.698 -10.650 -31.073  O14 1.439, H15 1.051, H16 1.105, H17 1.021
14 O -0.609 -11.048 -31.524  C13 1.439, H18 0.981
15 H 0.543 -9.614 -30.983  C13 1.051
16 H 1.582 -10.956 -31.662  C13 1.105
17 H 0.878 -11.069 -30.160  C13 1.021
18 H -0.893 -10.266 -32.044  O14 0.981
19 C 3.181 -6.935 -26.365  O20 1.388, H21 1.139, H22 1.046, H23 1.017
20 O 2.790 -6.784 -27.688  C19 1.388, H24 1.000
21 H 2.373 -7.261 -25.631  C19 1.139
22 H 3.680 -6.081 -26.026  C19 1.046
23 H 3.774 -7.752 -26.245  C19 1.017
24 H 3.547 -6.383 -28.203  O20 1.000
25 C 2.504 -7.767 -30.806  O26 1.397, H27 1.051, H28 1.053, H29 1.065
26 O 3.316 -8.901 -30.881  C25 1.397, H30 0.967
27 H 2.042 -7.448 -31.694  C25 1.051
28 H 3.124 -6.944 -30.587  C25 1.053
29 H 1.791 -7.887 -30.024  C25 1.065
30 H 3.699 -8.928 -31.768  O26 0.967
31 C -0.988 -11.452 -27.886  O32 1.390, N33 1.269, N34 1.313
32 O -0.744 -11.197 -26.542  C31 1.390
33 N -0.895 -10.542 -28.766  C31 1.269, H35 1.067, H36 1.019
34 N -1.198 -12.703 -28.226  C31 1.313, H37 1.065, H38 1.101
35 H -0.753 -9.525 -28.477  N33 1.067
36 H -0.660 -10.732 -29.739  N33 1.019
37 H -1.284 -13.487 -27.510  N34 1.065
38 H -1.668 -12.820 -29.215  N34 1.101
39 C 2.238 -10.484 -27.262  O40 1.384, N41 1.327, N42 1.295
40 O 2.164 -11.753 -27.809  C39 1.384
41 N 2.003 -10.141 -26.002  C39 1.327, H43 1.025, H44 1.031
42 N 2.293 -9.433 -28.017  C39 1.295, H45 1.023, H46 1.031
43 H 1.823 -10.916 -25.355  N41 1.025
44 H 1.631 -9.235 -25.680  N41 1.031
45 H 2.589 -9.437 -28.996  N42 1.023
46 H 2.514 -8.533 -27.566  N42 1.031
47 C -1.242 -7.386 -31.286  O48 1.388, N49 1.300, N50 1.276
48 O -0.571 -7.351 -32.501  C47 1.388
49 N -2.175 -8.215 -30.921  C47 1.300, H51 1.069, H52 0.988
50 N -0.910 -6.622 -30.319  C47 1.276, H53 1.034, H54 1.037
51 H -2.550 -8.837 -31.705  N49 1.069
52 H -2.833 -8.099 -30.193  N49 0.988
53 H -0.389 -5.782 -30.622  N50 1.034
54 H -1.592 -6.316 -29.600  N50 1.037
55 C -0.477 -7.672 -26.928  O56 1.348, N57 1.320, N58 1.331
56 O -1.200 -6.562 -26.676  C55 1.348
57 N -0.097 -8.137 -28.104  C55 1.320, H59 1.045, H60 1.088
58 N -0.240 -8.546 -25.953  C55 1.331, H61 1.057, H62 1.050
59 H -0.356 -7.586 -28.953  N57 1.045
60 H 0.741 -8.818 -28.239  N57 1.088
61 H -0.368 -8.345 -24.923  N58 1.057
62 H 0.118 -9.475 -26.287  N58 1.050
63 C -4.068 -6.329 -25.191  O64 1.351, N65 1.303, N66 1.324
64 O -3.988 -5.778 -26.422  C63 1.351
65 N -5.076 -6.253 -24.369  C63 1.303, H67 1.099, H68 0.993
66 N -3.127 -7.158 -24.767  C63 1.324, H69 1.044, H70 1.015
67 H -5.847 -5.595 -24.793  N65 1.099
68 H -5.087 -6.354 -23.381  N65 0.993
69 H -2.280 -7.125 -25.376  N66 1.044
70 H -3.276 -7.916 -24.108  N66 1.015
71 C -2.656 -3.392 -24.626  C72 1.517, H75 1.142, H76 1.096, H77 1.091
72 C -2.277 -2.534 -25.818  C71 1.517, C73 1.510, O74 1.258, H78 1.082
73 C -2.481 -3.221 -27.147  C72 1.510, H79 1.099, H80 1.124, H81 1.086
74 O -3.006 -1.511 -25.879  C72 1.258, H82 0.946
75 H -2.689 -2.675 -23.738  C71 1.142
76 H -1.741 -3.930 -24.354  C71 1.096
77 H -3.564 -3.992 -24.695  C71 1.091
78 H -1.262 -2.167 -25.740  C72 1.082
79 H -3.516 -3.506 -27.384  C73 1.099
80 H -1.907 -4.186 -27.099  C73 1.124
81 H -2.293 -2.552 -27.981  C73 1.086
82 H -3.848 -1.672 -25.479  O74 0.946
83 C 3.090 -3.080 -26.483  C84 1.497, H87 1.073, H88 1.109, H89 1.156
84 C 1.911 -3.507 -25.666  C83 1.497, C85 1.552, O86 1.258, H90 1.091
85 C 0.826 -4.202 -26.531  C84 1.552, H91 1.117, H92 1.039, H93 1.073
86 O 2.233 -4.351 -24.790  C84 1.258, H94 0.953
87 H 3.664 -2.365 -25.925  C83 1.073
88 H 2.939 -2.651 -27.495  C83 1.109
89 H 3.646 -4.082 -26.634  C83 1.156
90 H 1.541 -2.630 -25.133  C84 1.091
91 H 1.206 -5.121 -27.040  C85 1.117
92 H 0.483 -3.627 -27.326  C85 1.039
93 H -0.070 -4.425 -25.984  C85 1.073
94 H 1.639 -5.091 -24.882  O86 0.953
95 C 2.313 -7.248 -22.678  C96 1.518, H99 1.076, H100 1.071, H101 1.085
96 C 0.904 -7.786 -22.854  C95 1.518, C97 1.505, O98 1.260, H102 1.022
97 C 0.006 -6.754 -23.481  C96 1.505, H103 1.078, H104 1.071, H105 1.106
98 O 0.881 -8.855 -23.520  C96 1.260, H106 0.960
99 H 2.207 -6.202 -22.448  C95 1.076
100 H 2.966 -7.349 -23.521  C95 1.071
101 H 2.784 -7.744 -21.836  C95 1.085
102 H 0.516 -8.182 -21.996  C96 1.022
103 H 0.373 -6.319 -24.396  C97 1.078
104 H -0.058 -5.855 -22.902  C97 1.071
105 H -0.987 -7.153 -23.761  C97 1.106
106 H 1.562 -9.465 -23.227  O98 0.960
107 C -0.455 -3.075 -30.256  C108 1.520, H111 1.144, H112 1.080, H113 1.095
108 C 0.820 -3.787 -30.679  C107 1.520, C109 1.454, O110 1.210, H114 1.052
109 C 1.555 -4.428 -29.601  C108 1.454, H115 1.033, H116 1.047, H117 1.017
110 O 0.627 -4.671 -31.482  C108 1.210, H118 0.941
111 H -0.195 -2.336 -29.422  C107 1.144
112 H -1.061 -3.701 -29.618  C107 1.080
113 H -0.977 -2.516 -31.040  C107 1.095
114 H 1.360 -2.959 -31.038  C108 1.052
115 H 1.704 -3.718 -28.865  C109 1.033
116 H 2.530 -4.775 -29.757  C109 1.047
117 H 1.004 -5.092 -29.062  C109 1.017
118 H 1.427 -4.879 -31.932  O110 0.941
119 C -4.276 -8.883 -27.256  C120 1.482, H123 1.140, H124 1.103, H125 1.061
120 C -4.058 -10.153 -27.988  C119 1.482, C121 1.581, O122 1.272, H126 1.139
121 C -5.504 -10.768 -28.158  C120 1.581, H127 1.076, H128 1.118, H129 1.065
122 O -3.550 -10.158 -29.154  C120 1.272, H130 1.034
123 H -3.221 -8.475 -27.111  C119 1.140
124 H -4.692 -9.175 -26.277  C119 1.103
125 H -4.857 -8.160 -27.772  C119 1.061
126 H -3.474 -10.825 -27.278  C120 1.139
127 H -5.854 -11.452 -27.405  C121 1.076
128 H -5.552 -11.220 -29.179  C121 1.118
129 H -6.270 -10.031 -28.086  C121 1.065
130 H -2.527 -10.311 -29.148  O122 1.034

E_HOMO, eV: -8.9
Kohn-Sham gap, eV: 9.07
Energy relative to the best compared isomer or geometry (same formula, charge and spin), kcal/mol: 69.1

=====

What did the first record say?
Entry from the Open Molecules 2025 dataset: a 2-piece molecular cluster, C5H11O2 overall at a distorted geometry (wB97M-V/def2-TZVPD).

Each atom is followed by the atoms it is bonded to, with distances in Å.
Cartesian coordinates (Å):
1 C -1.444 -1.262 1.813  C2 1.557, H5 1.086, H6 1.102, H7 1.088
2 C -1.837 0.243 1.747  C1 1.557, O3 1.243, O4 1.257
3 O -3.057 0.483 1.780  C2 1.243
4 O -0.872 1.043 1.660  C2 1.257
5 H -2.170 -1.728 2.472  C1 1.086
6 H -0.454 -1.318 2.293  C1 1.102
7 H -1.323 -1.744 0.845  C1 1.088
8 C 0.781 -0.073 -0.777  C9 1.556, C10 1.529, H11 1.086, H12 1.094
9 C 2.259 0.412 -0.769  C8 1.556, H13 1.099, H14 1.092, H16 1.086
10 C -0.045 0.740 -1.776  C8 1.529, H15 1.093, H17 1.108, H18 1.084
11 H 0.386 0.150 0.210  C8 1.086
12 H 0.706 -1.136 -1.019  C8 1.094
13 H 2.931 -0.438 -0.587  C9 1.099
14 H 2.540 0.818 -1.743  C9 1.092
15 H -1.104 0.490 -1.682  C10 1.093
16 H 2.409 1.093 0.064  C9 1.086
17 H 0.231 0.412 -2.797  C10 1.108
18 H 0.065 1.817 -1.735  C10 1.084

Total charge: -1
E_HOMO, eV: -4.0
Kohn-Sham gap, eV: 7.91
Energy relative to the best compared isomer or geometry (same formula, charge and spin), kcal/mol: 6.7

=====

Look up the energy relative to the best compared isomer or geometry (same formula, charge and spin) of the second one. 69.1 kcal/mol

=====

Please write out number 1 again, unchanged.
Entry from the Open Molecules 2025 dataset: a 2-piece molecular cluster, C5H11O2 overall at a distorted geometry (wB97M-V/def2-TZVPD).

Each atom is followed by the atoms it is bonded to, with distances in Å.
Cartesian coordinates (Å):
1 C -1.444 -1.262 1.813  C2 1.557, H5 1.086, H6 1.102, H7 1.088
2 C -1.837 0.243 1.747  C1 1.557, O3 1.243, O4 1.257
3 O -3.057 0.483 1.780  C2 1.243
4 O -0.872 1.043 1.660  C2 1.257
5 H -2.170 -1.728 2.472  C1 1.086
6 H -0.454 -1.318 2.293  C1 1.102
7 H -1.323 -1.744 0.845  C1 1.088
8 C 0.781 -0.073 -0.777  C9 1.556, C10 1.529, H11 1.086, H12 1.094
9 C 2.259 0.412 -0.769  C8 1.556, H13 1.099, H14 1.092, H16 1.086
10 C -0.045 0.740 -1.776  C8 1.529, H15 1.093, H17 1.108, H18 1.084
11 H 0.386 0.150 0.210  C8 1.086
12 H 0.706 -1.136 -1.019  C8 1.094
13 H 2.931 -0.438 -0.587  C9 1.099
14 H 2.540 0.818 -1.743  C9 1.092
15 H -1.104 0.490 -1.682  C10 1.093
16 H 2.409 1.093 0.064  C9 1.086
17 H 0.231 0.412 -2.797  C10 1.108
18 H 0.065 1.817 -1.735  C10 1.084

Total charge: -1
E_HOMO, eV: -4.0
Kohn-Sham gap, eV: 7.91
Energy relative to the best compared isomer or geometry (same formula, charge and spin), kcal/mol: 6.7